126
Properties=species:S:1:pos:R:3:forces:R:3 method="wB97M-V/def2-TZVPD" multiplicity=1 homo_ev=-10.057 homo_lumo_gap_ha=0.3735 e_tot_ev=-83665.326 smiles="CCCCCCN(B(N)O)C(=O)OB(C)O.CCOC(=O)OC.CCOC(=O)OC.CCOC(=O)OC.CCOC(=O)OC.CCOC(=O)OC.CCOC(=O)OC" total_charge=0
C -0.698 -1.569 2.674 0.21 0.49 0.11
C -0.305 -0.280 1.683 -1.54 -0.86 0.34
C -1.453 -0.281 0.467 2.04 -0.10 0.38
C -1.009 -1.473 -0.564 0.07 -0.05 -0.09
C -2.101 -1.855 -1.718 0.31 -0.12 -0.54
C -3.667 -1.872 -1.240 -0.62 0.97 -1.70
N -4.174 -3.198 -0.723 -3.73 1.50 0.62
B -3.741 -3.444 0.738 0.50 -1.14 1.93
N -2.717 -4.555 0.997 -1.10 1.70 -2.03
O -4.267 -2.713 1.908 1.86 0.63 -2.40
C -5.682 -3.283 -0.676 -2.64 -4.64 4.05
O -6.205 -4.271 0.101 3.56 5.91 -4.67
O -6.643 -2.384 -1.331 1.82 -0.75 2.62
B -7.586 -1.775 -0.368 -1.51 -0.64 1.67
C -7.487 -0.163 0.049 -0.93 0.27 -0.58
O -8.711 -2.529 0.267 3.18 1.51 -0.15
H -1.878 -1.529 2.836 2.63 -0.26 -0.20
H -0.397 -2.607 2.201 -0.65 2.14 1.01
H -0.163 -1.473 3.736 -1.20 -0.26 -2.38
H -0.466 0.675 2.339 0.65 -1.66 -1.40
H 0.778 -0.377 1.234 -2.18 0.34 1.02
H -1.367 0.755 -0.093 -0.63 -2.09 1.13
H -2.476 -0.447 1.014 1.85 0.47 -1.38
H 0.002 -1.114 -1.079 -2.20 -0.82 1.03
H -0.735 -2.463 0.028 -0.63 2.15 -1.12
H -2.034 -1.099 -2.638 -0.14 -1.46 2.19
H -1.780 -2.910 -2.175 -0.96 2.20 1.05
H -3.965 -1.054 -0.458 0.95 -1.14 -1.54
H -4.309 -1.632 -2.217 1.40 -0.52 2.22
H -1.752 -4.148 1.056 -1.19 -0.74 0.23
H -2.779 -5.160 0.136 0.59 0.82 1.14
H -3.936 -1.767 1.949 -0.79 -1.66 -0.20
H -6.768 0.044 0.950 -1.26 -0.35 -1.81
H -7.201 0.466 -0.899 -0.21 -1.05 1.95
H -8.591 0.184 0.342 2.49 -0.70 -0.45
H -8.761 -2.327 1.254 0.00 -0.09 -2.10
C 3.516 -5.548 -4.696 -0.20 -0.27 0.06
C 2.866 -4.284 -5.232 0.63 -0.01 0.41
O 1.707 -4.597 -6.013 -1.10 -0.04 0.35
C 0.589 -4.901 -5.307 0.16 -0.20 0.37
O 0.490 -4.923 -4.091 0.06 0.15 -1.61
O -0.396 -5.206 -6.189 0.89 0.40 0.57
C -1.608 -5.636 -5.575 -0.54 -0.17 0.20
H 3.722 -6.250 -5.511 0.11 0.20 0.06
H 4.452 -5.314 -4.181 -0.08 0.00 -0.10
H 2.856 -6.064 -3.992 0.08 0.18 -0.02
H 3.568 -3.770 -5.898 -0.39 -0.11 -0.12
H 2.616 -3.584 -4.426 -0.16 -0.22 -0.13
H -1.953 -4.915 -4.826 0.19 -0.21 -0.06
H -1.466 -6.623 -5.124 -0.03 0.23 0.09
H -2.373 -5.717 -6.352 0.37 0.09 -0.04
C -2.849 -8.476 1.698 0.05 -0.30 -0.12
C -1.667 -7.595 2.067 -0.70 0.32 -0.22
O -0.610 -8.374 2.641 1.02 -0.57 -0.57
C 0.151 -9.068 1.760 -0.42 0.00 -0.32
O 0.018 -9.080 0.547 0.29 0.04 1.61
O 1.073 -9.774 2.463 -0.66 0.67 -0.41
C 1.885 -10.625 1.659 0.37 -0.32 -0.27
H -3.171 -9.070 2.560 0.00 0.23 -0.04
H -3.690 -7.870 1.350 0.10 -0.01 0.09
H -2.584 -9.183 0.907 0.01 0.18 0.03
H -1.979 -6.872 2.829 0.32 -0.24 -0.03
H -1.305 -7.021 1.206 0.07 -0.28 0.15
H 2.351 -10.071 0.837 -0.25 -0.12 0.10
H 1.286 -11.456 1.275 0.10 0.20 -0.10
H 2.679 -11.033 2.291 -0.29 0.22 0.11
C 1.621 6.036 2.692 -0.20 0.02 0.23
C 1.120 5.570 1.336 0.62 0.49 0.10
O 0.032 4.650 1.482 -1.24 0.21 0.00
C -1.172 5.206 1.763 0.26 0.35 0.21
O -1.402 6.398 1.892 0.27 -1.69 -0.22
O -2.077 4.204 1.905 0.79 0.66 -0.26
C -3.374 4.648 2.294 -0.55 0.12 0.13
H 1.865 5.178 3.328 0.09 0.08 -0.19
H 2.511 6.662 2.582 -0.09 -0.08 0.00
H 0.857 6.614 3.220 0.11 0.02 -0.17
H 1.923 5.034 0.818 -0.38 -0.16 0.07
H 0.834 6.415 0.698 -0.15 -0.17 0.20
H -3.747 5.428 1.623 0.19 -0.07 0.21
H -3.348 5.007 3.328 -0.02 0.10 -0.21
H -4.055 3.794 2.241 0.37 0.01 -0.06
C 9.904 -7.404 -6.023 -0.10 0.12 -0.30
C 9.081 -8.440 -5.277 0.71 0.04 0.05
O 7.683 -8.263 -5.536 -0.63 -0.49 -0.77
C 7.243 -8.737 -6.728 0.39 0.00 -0.33
O 7.923 -9.293 -7.576 -0.98 0.69 1.19
O 5.919 -8.459 -6.829 1.03 -0.23 0.32
C 5.347 -8.824 -8.083 -0.31 -0.17 -0.50
H 9.548 -6.393 -5.796 0.09 -0.16 0.13
H 10.960 -7.479 -5.750 -0.12 0.00 0.02
H 9.819 -7.534 -7.106 0.05 -0.11 0.16
H 9.224 -8.308 -4.199 -0.37 0.00 -0.19
H 9.397 -9.461 -5.522 -0.20 0.20 -0.13
H 5.553 -9.872 -8.326 0.11 0.28 0.02
H 5.724 -8.163 -8.869 0.03 -0.23 0.07
H 4.263 -8.695 -8.012 0.26 0.09 0.26
C -3.291 8.900 1.287 0.34 0.26 -0.05
C -4.230 9.607 2.250 -0.22 -0.58 -0.49
O -3.553 10.665 2.939 0.05 1.12 -0.26
C -3.381 11.809 2.230 0.00 -0.17 -0.49
O -3.751 12.008 1.085 0.44 -0.20 1.60
O -2.698 12.687 3.008 -0.63 -0.77 -0.43
C -2.367 13.906 2.348 0.14 0.54 -0.20
H -2.386 8.567 1.806 -0.32 -0.08 -0.05
H -3.781 8.034 0.834 0.05 0.06 0.10
H -2.968 9.571 0.485 -0.21 -0.04 0.06
H -4.567 8.896 3.013 0.19 0.35 0.10
H -5.126 9.982 1.741 0.26 0.14 0.07
H -3.253 14.372 1.904 0.20 -0.22 -0.02
H -1.606 13.719 1.584 -0.24 0.05 0.00
H -1.953 14.593 3.091 -0.10 -0.37 0.05
C 5.821 10.893 5.837 -0.21 0.03 0.27
C 5.320 10.427 4.481 0.55 0.45 0.08
O 4.232 9.506 4.627 -1.07 0.20 -0.03
C 3.028 10.063 4.908 0.01 0.45 0.26
O 2.798 11.254 5.037 0.29 -1.65 -0.26
O 2.123 9.061 5.049 0.89 0.66 -0.28
C 0.826 9.504 5.439 -0.61 0.15 0.12
H 6.065 10.035 6.472 0.09 0.08 -0.19
H 6.711 11.519 5.727 -0.07 -0.09 -0.03
H 5.057 11.471 6.365 0.09 0.00 -0.18
H 6.123 9.890 3.963 -0.37 -0.16 0.07
H 5.034 11.271 3.843 -0.15 -0.16 0.21
H 0.453 10.285 4.768 0.17 -0.08 0.22
H 0.852 9.863 6.473 -0.02 0.10 -0.22
H 0.145 8.651 5.385 0.37 0.01 -0.07

***

112
Properties=species:S:1:pos:R:3:forces:R:3 method="wB97M-V/def2-TZVPD" multiplicity=3 homo_ev="-7.957 / -8.823" homo_lumo_gap_ha="0.3068 / 0.3385" e_tot_ev=-53075.659 total_charge=0
C 1.603 1.469 6.393 -0.01 0.04 0.00
N 1.744 0.473 5.343 -0.16 0.07 0.08
C 0.505 0.250 4.607 0.15 0.06 -0.11
B 0.475 -1.059 3.746 -0.04 -0.08 -0.09
O 1.424 -2.062 3.873 -0.08 0.01 0.19
B 1.034 -3.356 3.622 -0.08 0.16 0.20
O -0.179 -3.571 3.006 0.36 -0.29 -0.55
B -0.679 -2.514 2.257 -0.13 0.15 0.36
C -1.300 -2.659 0.834 -0.28 -0.03 0.15
C -1.651 -4.064 0.327 0.04 0.01 -0.12
C -0.504 -5.077 0.204 -0.11 -0.05 -0.07
C 0.299 -4.998 -1.093 0.15 -0.06 0.05
C 0.963 -3.651 -1.381 0.01 -0.01 0.07
C 2.194 -3.783 -2.275 -0.06 0.09 0.07
C 2.725 -2.440 -2.771 -0.04 -0.03 0.01
C 1.753 -1.714 -3.721 0.01 0.03 0.02
C 2.431 -1.189 -4.985 0.04 0.03 0.07
C 3.446 -0.066 -4.694 -0.08 -0.03 -0.05
C 3.193 1.230 -5.475 -0.01 0.01 0.05
O 3.496 2.386 -4.714 0.07 0.07 -0.04
C 2.421 2.792 -3.901 -0.05 -0.01 0.03
O -0.555 -1.262 2.844 0.18 0.04 -0.15
H 1.342 2.474 6.029 -0.02 0.00 -0.01
H 2.527 1.537 6.966 0.01 0.03 -0.02
H 0.813 1.154 7.078 0.03 -0.01 0.00
H 2.465 0.772 4.700 0.10 -0.14 0.00
H -0.306 0.139 5.341 -0.02 -0.04 -0.05
H 0.202 1.102 3.976 -0.07 0.04 0.08
H 1.735 -4.260 3.936 -0.05 -0.04 0.00
H -2.208 -2.041 0.839 0.03 0.02 -0.07
H -0.628 -2.138 0.143 0.00 0.00 0.02
H -2.116 -3.971 -0.661 -0.07 -0.02 0.04
H -2.423 -4.480 0.980 0.03 -0.01 0.04
H -0.949 -6.076 0.255 0.06 -0.02 0.02
H 0.172 -5.010 1.058 -0.04 0.09 0.01
H -0.338 -5.291 -1.936 0.02 0.08 -0.02
H 1.093 -5.753 -1.045 -0.06 -0.04 0.01
H 0.246 -2.960 -1.836 -0.03 -0.01 0.03
H 1.271 -3.193 -0.432 0.05 0.01 -0.05
H 2.974 -4.293 -1.701 -0.01 -0.07 -0.09
H 1.955 -4.421 -3.133 0.01 0.01 -0.01
H 3.675 -2.601 -3.287 0.01 -0.01 0.02
H 2.950 -1.816 -1.900 0.04 0.02 -0.05
H 0.941 -2.393 -4.001 0.04 -0.01 -0.03
H 1.279 -0.871 -3.208 -0.05 -0.04 0.00
H 1.664 -0.821 -5.671 0.03 -0.03 -0.03
H 2.928 -2.025 -5.484 -0.05 0.01 -0.06
H 3.414 0.192 -3.631 0.01 -0.04 -0.02
H 4.460 -0.412 -4.899 0.04 0.05 0.11
H 2.147 1.271 -5.803 0.01 0.04 -0.02
H 3.825 1.290 -6.362 -0.03 -0.07 -0.05
H 2.763 3.633 -3.301 -0.01 -0.01 0.01
H 1.567 3.114 -4.508 0.00 0.02 0.00
H 2.087 1.991 -3.228 0.03 0.00 0.02
C 1.344 9.747 -5.130 0.04 -0.01 -0.05
C 0.983 8.356 -4.574 -0.04 0.14 -0.11
C 1.328 8.230 -3.081 -0.05 -0.02 0.05
C 2.817 8.068 -2.783 0.00 0.02 -0.01
C 3.423 6.938 -3.609 -0.01 -0.01 0.06
C 3.186 7.115 -5.113 0.09 0.09 -0.17
N 1.704 7.266 -5.316 0.09 -0.09 0.51
O 1.077 6.153 -5.339 -0.08 -0.06 -0.21
C 3.977 8.313 -5.642 -0.03 0.02 -0.03
C 3.646 5.884 -5.881 0.02 -0.11 0.03
C -0.516 8.141 -4.761 0.01 -0.02 0.01
H 1.820 9.679 -6.105 -0.06 0.00 -0.02
H 0.435 10.335 -5.257 0.00 0.03 0.06
H 2.004 10.305 -4.466 0.04 -0.02 -0.02
H 0.793 7.363 -2.682 0.01 -0.03 -0.05
H 0.930 9.111 -2.570 -0.01 -0.02 0.03
H 3.353 9.004 -2.958 -0.01 0.00 -0.04
H 2.938 7.842 -1.722 0.03 0.05 0.01
H 4.500 6.863 -3.436 -0.01 0.00 0.03
H 2.979 5.987 -3.301 -0.02 0.00 -0.05
H 3.765 8.478 -6.699 0.00 0.00 0.00
H 5.038 8.081 -5.543 0.00 0.00 -0.02
H 3.793 9.238 -5.105 0.02 -0.01 0.01
H 3.174 4.976 -5.520 -0.01 0.00 0.00
H 4.726 5.776 -5.763 0.00 0.03 0.00
H 3.424 5.986 -6.944 -0.02 0.02 0.00
H -0.776 8.140 -5.820 0.00 0.01 0.00
H -1.040 8.965 -4.275 0.00 -0.01 0.00
H -0.848 7.203 -4.326 0.01 -0.02 -0.03
C -4.098 -3.105 4.571 -0.04 0.00 0.02
C -3.427 -4.280 5.311 -0.03 0.20 -0.05
C -3.072 -5.427 4.349 0.07 -0.03 0.01
C -4.263 -6.269 3.902 0.00 0.03 0.00
C -5.078 -6.750 5.099 0.03 -0.04 -0.03
C -5.535 -5.599 6.002 -0.14 0.12 0.03
N -4.310 -4.823 6.396 0.13 -0.40 -0.31
O -3.671 -5.340 7.374 -0.01 0.13 0.21
C -6.571 -4.731 5.286 0.00 0.03 0.01
C -6.184 -6.137 7.271 0.04 -0.06 -0.01
C -2.145 -3.761 5.954 0.07 -0.01 -0.01
H -4.944 -2.709 5.128 0.04 0.04 0.03
H -3.382 -2.291 4.453 0.02 -0.02 -0.06
H -4.445 -3.383 3.575 -0.05 -0.01 0.02
H -2.349 -6.078 4.851 -0.03 0.01 0.05
H -2.557 -4.995 3.487 0.03 -0.04 0.00
H -4.895 -5.712 3.205 -0.01 0.03 0.03
H -3.892 -7.134 3.349 -0.02 0.02 -0.05
H -5.962 -7.304 4.771 0.02 -0.02 -0.02
H -4.470 -7.436 5.697 0.00 0.04 0.04
H -6.855 -3.879 5.904 0.00 0.00 0.00
H -7.461 -5.340 5.121 -0.01 0.01 0.01
H -6.245 -4.363 4.318 -0.01 -0.02 0.00
H -5.522 -6.816 7.801 0.01 0.01 0.00
H -7.094 -6.672 6.996 0.00 0.01 0.00
H -6.448 -5.321 7.944 0.00 0.00 0.00
H -2.355 -2.999 6.706 -0.05 0.01 -0.02
H -1.548 -3.318 5.155 0.04 0.02 0.06
H -1.569 -4.554 6.422 -0.04 -0.01 0.03

***

126
Properties=species:S:1:pos:R:3:forces:R:3 method="wB97M-V/def2-TZVPD" multiplicity=1 homo_ev=-9.911 homo_lumo_gap_ha=0.3603 e_tot_ev=-85282.909 smiles="C[N+](=O)[O-].C[N+](=O)[O-].C[N+](=O)[O-].C[N+](=O)[O-].CCOC(C)=O.CCOC(C)=O.CCOC(C)=O.CCOC(C)=O.CCOC(C)=O.CCOC(C)=O.CCOC(C)=O" e_above_lowest_kj_mol=66.13 total_charge=0
C 4.793 3.534 1.717 1.10 -0.05 0.37
N 3.388 3.291 2.109 0.22 0.70 -0.53
O 2.904 2.221 1.810 -0.16 -0.10 -0.05
O 2.805 4.204 2.660 -0.12 -0.24 0.09
H 4.922 3.538 0.638 -0.49 -0.05 -0.05
H 5.406 2.740 2.141 -0.21 -0.17 -0.08
H 5.132 4.471 2.146 -0.29 0.11 -0.05
C -4.183 1.533 -2.940 0.01 0.37 0.11
N -4.585 0.639 -4.063 1.48 0.41 0.02
O -5.554 0.961 -4.704 -0.53 -0.22 -0.07
O -3.823 -0.274 -4.311 -0.43 -0.35 -0.12
H -3.170 1.338 -2.606 -0.08 -0.54 -0.06
H -4.907 1.381 -2.143 0.00 0.21 -0.02
H -4.197 2.542 -3.346 -0.41 0.03 0.15
C 0.253 0.119 0.777 -0.72 0.31 -0.28
N -0.290 -0.288 -0.549 -0.21 0.25 0.16
O -1.326 0.229 -0.908 -0.11 0.05 -0.19
O 0.353 -1.075 -1.207 0.15 -0.33 -0.10
H 1.180 0.631 0.538 0.24 -0.24 0.42
H 0.329 -0.762 1.406 0.40 -0.08 -0.18
H -0.488 0.795 1.194 0.15 0.07 0.09
C 0.625 -5.531 3.478 -0.08 0.13 -0.06
N -0.131 -4.349 2.949 -0.32 0.58 0.10
O -1.226 -4.141 3.428 -0.11 -0.44 0.22
O 0.381 -3.602 2.143 0.70 -0.34 -0.25
H 1.313 -5.943 2.747 -0.16 0.23 -0.26
H -0.124 -6.250 3.786 0.09 -0.02 0.12
H 1.200 -5.152 4.321 -0.10 -0.04 0.10
C -3.531 0.184 1.577 -0.78 0.92 1.45
C -2.891 -1.086 2.073 -0.40 -0.69 -0.76
O -2.446 -1.872 0.942 0.83 0.46 0.42
C -3.246 -2.810 0.444 0.20 0.01 0.34
C -2.566 -3.572 -0.639 0.51 0.01 -0.71
O -4.346 -3.036 0.870 -0.46 -0.06 -0.03
H -4.275 0.485 2.327 0.13 -0.02 0.18
H -4.169 0.142 0.697 0.65 -0.37 -0.45
H -2.811 0.998 1.599 -0.03 0.02 -0.69
H -1.998 -0.890 2.659 -0.02 0.06 0.02
H -3.595 -1.670 2.661 0.08 -0.16 -0.05
H -3.293 -3.822 -1.406 0.01 -0.47 0.14
H -2.052 -4.438 -0.220 -0.54 -0.30 0.02
H -1.747 -3.042 -1.130 -0.25 0.51 0.18
C -2.332 -4.480 -4.983 -0.43 0.06 0.10
C -1.147 -5.420 -5.004 -0.68 0.16 0.02
O -0.226 -5.072 -3.961 0.93 0.06 -0.67
C -0.426 -5.511 -2.731 -0.84 0.84 0.75
C 0.549 -4.936 -1.727 0.04 -0.69 -0.22
O -1.401 -6.139 -2.397 0.11 -0.52 -0.11
H -1.998 -3.443 -5.023 -0.09 0.02 -0.03
H -2.954 -4.629 -4.100 0.27 0.05 0.18
H -3.015 -4.674 -5.813 0.27 0.03 -0.23
H -1.500 -6.445 -4.899 0.29 -0.09 0.09
H -0.587 -5.293 -5.927 0.11 -0.15 0.03
H 0.269 -3.905 -1.513 0.02 -0.01 0.03
H 1.581 -4.957 -2.071 -0.02 0.02 -0.10
H 0.437 -5.562 -0.845 0.13 0.25 0.19
C 3.631 0.662 -1.419 -0.31 -0.78 0.52
C 2.866 1.332 -2.533 0.97 1.04 0.27
O 1.838 2.193 -2.012 -0.33 -0.35 0.36
C 2.174 3.304 -1.352 -0.63 1.43 -0.03
C 0.996 3.884 -0.593 0.20 -0.45 -0.57
O 3.239 3.873 -1.337 0.62 -0.89 -0.25
H 4.086 1.319 -0.678 0.15 0.36 -0.44
H 4.393 0.015 -1.858 0.09 0.08 0.14
H 2.977 0.030 -0.812 -0.07 -0.18 -0.24
H 3.551 1.971 -3.099 -0.08 -0.18 -0.21
H 2.391 0.608 -3.187 -0.24 0.26 0.09
H 1.132 4.942 -0.391 0.37 -0.08 0.15
H 1.013 3.288 0.323 -0.68 0.21 0.15
H 0.088 3.800 -1.190 -0.16 -0.43 0.35
C 4.267 -3.965 4.535 0.35 1.08 0.77
C 3.766 -3.033 3.446 0.13 -0.14 -0.14
O 3.083 -1.918 4.027 -0.25 -0.38 0.59
C 2.758 -0.914 3.205 -0.01 0.44 1.13
C 2.112 0.234 3.947 -0.58 0.20 -1.25
O 3.016 -0.885 2.038 0.16 -0.26 -0.68
H 4.638 -4.895 4.114 -0.13 -0.10 0.08
H 3.557 -4.104 5.354 -0.46 -0.43 -0.48
H 5.075 -3.475 5.089 0.29 -0.10 -0.34
H 4.592 -2.601 2.881 0.03 -0.40 -0.25
H 3.084 -3.563 2.779 0.02 0.19 -0.18
H 1.504 0.710 3.176 -0.07 0.17 0.19
H 2.875 0.971 4.188 0.04 -0.13 0.38
H 1.435 -0.002 4.761 0.42 -0.29 0.27
C -3.061 3.227 -0.090 -0.63 1.02 0.19
C -3.559 4.325 0.860 -0.29 -0.35 -0.46
O -2.492 5.052 1.473 -0.22 0.28 0.57
C -1.885 5.980 0.740 0.88 0.44 -0.92
C -0.862 6.811 1.478 -0.66 -0.46 0.66
O -2.037 6.113 -0.451 -0.53 -0.14 0.09
H -2.080 2.887 0.233 -0.05 -0.34 -0.22
H -3.035 3.689 -1.076 0.50 -0.26 -0.11
H -3.807 2.437 -0.117 0.27 -0.25 0.09
H -4.181 5.015 0.288 -0.02 0.08 0.20
H -4.141 3.925 1.690 0.14 0.00 0.04
H 0.047 6.760 0.888 0.16 0.20 0.20
H -0.745 6.444 2.496 0.34 -0.10 -0.11
H -1.212 7.838 1.581 0.02 0.05 -0.36
C 2.074 -2.098 -3.863 0.11 0.67 -0.13
C 3.302 -1.510 -4.538 0.39 -0.64 0.49
O 2.907 -0.880 -5.752 -0.64 0.30 0.04
C 3.823 -0.663 -6.703 -0.63 0.45 -0.42
C 3.182 -0.098 -7.958 0.63 0.48 0.94
O 5.001 -0.843 -6.587 0.41 -0.32 0.28
H 2.339 -2.777 -3.055 0.14 -0.33 -0.31
H 1.448 -2.547 -4.632 -0.17 -0.28 0.34
H 1.536 -1.305 -3.339 -0.30 -0.06 -0.35
H 3.738 -0.794 -3.835 0.40 -0.02 -0.50
H 4.039 -2.263 -4.826 0.05 0.02 0.39
H 3.598 0.911 -8.023 0.12 -0.08 -0.35
H 2.111 0.039 -7.853 -0.10 -0.50 -0.26
H 3.546 -0.700 -8.785 -0.37 0.12 -0.25
C -4.473 3.013 5.626 0.14 0.15 -0.01
C -3.425 2.180 4.908 -0.42 -0.05 0.47
O -2.412 3.045 4.372 -0.68 0.38 0.10
C -1.376 2.479 3.788 1.51 -0.03 -0.44
C -0.404 3.477 3.197 -0.38 -0.39 -0.15
O -1.197 1.287 3.670 -0.50 -0.13 0.22
H -4.129 3.343 6.606 -0.04 0.01 0.00
H -5.379 2.417 5.739 0.06 -0.07 0.18
H -4.759 3.895 5.053 0.14 -0.03 -0.11
H -2.930 1.490 5.590 -0.13 -0.17 -0.06
H -3.937 1.614 4.132 0.46 -0.02 -0.28
H 0.581 3.037 3.074 -0.04 -0.09 0.20
H -0.345 4.422 3.727 -0.13 -0.01 0.03
H -0.807 3.641 2.197 0.15 0.33 -0.04